C3H3F3O | ωB97M-V/def2-TZVPD

HOMO level (alpha / beta): -9.104 / -9.104 eV
Kohn-Sham gap (alpha / beta): 9.5 / 9.5 eV
charge: 0
energy above the lowest of the compared OMol25 structures with the same formula, charge and spin: 97.2 kcal per mole

Cartesian coordinates (Å):
F (1.538, 0.825, -1.195)
F (-1.674, 1.489, 0.525)
F (-2.870, -1.093, -0.218)
O (1.869, -0.391, 0.670)
C (-1.062, 0.386, 0.123)
C (-1.548, -0.779, -0.211)
C (1.331, 0.682, 0.118)
H (-0.933, -1.610, -0.520)
H (1.393, 1.604, 0.679)
H (1.956, -1.112, 0.029)

Forces on atoms 1 to 3 (eV/Å):
0.3 -0.1 0.4
-0.6 -0.2 0.0
-0.1 0.1 0.0